The following is a quantum chemistry calculation of a molecular structure, C36H33BF4N7P2S4SbSe2W at a distorted geometry, from the OMol25 dataset.

Geometry (Å):
1 W -0.35284 0.44048 -3.05683
2 C -2.95560 -4.37986 -5.21169
3 C -2.64348 -4.36462 -3.72347
4 N -1.26007 -4.01834 -3.44263
5 C -0.78285 -2.76979 -3.29288
6 S -1.88410 -1.44809 -3.14544
7 N 0.52707 -2.66042 -3.27942
8 N 0.95475 -1.41060 -3.06472
9 C 2.22905 -1.25128 -2.98093
10 C 3.20395 -2.36694 -3.15527
11 C 2.68822 0.09996 -2.73179
12 C 4.03775 0.42722 -2.67030
13 C 4.41158 1.74392 -2.48493
14 C 3.43079 2.70234 -2.33294
15 C 2.11127 2.30655 -2.37179
16 N 1.73652 1.03861 -2.57690
17 H -3.97230 -4.74063 -5.38358
18 H -2.26568 -5.04301 -5.74022
19 H -2.87242 -3.37937 -5.63929
20 H -2.83467 -5.33842 -3.26730
21 H -3.27829 -3.64487 -3.20847
22 H -0.54858 -4.70128 -3.65188
23 H 2.67719 -3.27059 -3.43765
24 H 3.75170 -2.55019 -2.22690
25 H 3.92766 -2.11524 -3.93337
26 H 4.78091 -0.34482 -2.80140
27 H 5.45973 2.01419 -2.46456
28 H 3.66145 3.74649 -2.18116
29 H 1.32216 3.03189 -2.26392
30 S -3.19927 -0.90605 -6.89372
31 Sb -1.91250 0.85637 -6.27403
32 S -2.50746 1.23874 -3.76516
33 S 0.16506 -0.15213 -5.34838
34 Se 1.69375 0.57104 3.85845
35 P 0.25087 -0.76417 3.08136
36 C 0.57584 -2.50140 3.50615
37 C 1.74148 -2.83837 4.17863
38 C 1.97025 -4.15650 4.55480
39 C 1.03200 -5.13237 4.26275
40 C -0.13909 -4.79570 3.59309
41 C -0.36980 -3.48486 3.21578
42 C -1.41667 -0.48423 3.74847
43 C -1.54935 -0.20794 5.10645
44 C -2.80900 -0.05998 5.66294
45 C -3.94053 -0.17501 4.86466
46 C -3.81072 -0.44256 3.51016
47 C -2.54989 -0.60501 2.95129
48 C 0.06748 -0.75800 1.29555
49 C -0.08092 0.23664 0.34066
50 N -0.24410 -0.40705 -0.85057
51 N -0.16687 -1.70786 -0.62446
52 N 0.00063 -1.94311 0.64622
53 P -0.31819 1.99634 0.32866
54 Se -1.30452 2.34145 -1.61882
55 C 1.25316 2.77765 0.76518
56 C 1.29547 4.15904 0.96157
57 C 2.49056 4.77404 1.28983
58 C 3.64776 4.01451 1.42933
59 C 3.60803 2.64494 1.23191
60 C 2.41446 2.02552 0.88862
61 C -1.46932 2.53084 1.62959
62 C -1.00327 2.71225 2.93243
63 C -1.87064 3.13115 3.92778
64 C -3.20250 3.38539 3.62994
65 C -3.66802 3.21288 2.33537
66 C -2.80708 2.78162 1.33598
67 H 2.46238 -2.06280 4.40561
68 H 2.88260 -4.41553 5.07717
69 H 1.20941 -6.16003 4.55534
70 H -0.87077 -5.55840 3.35924
71 H -1.27652 -3.23006 2.68504
72 H -0.65980 -0.09661 5.71576
73 H -2.90860 0.15340 6.72001
74 H -4.92478 -0.04850 5.29885
75 H -4.68859 -0.52160 2.88138
76 H -2.45341 -0.81210 1.89121
77 H 0.39430 4.75207 0.86293
78 H 2.51816 5.84520 1.44298
79 H 4.57990 4.49673 1.69680
80 H 4.50367 2.04803 1.34691
81 H 2.38499 0.95087 0.75393
82 H 0.03219 2.51093 3.17858
83 H -1.50063 3.24953 4.93876
84 H -3.87889 3.71187 4.41054
85 H -4.70556 3.40882 2.09586
86 H -3.18274 2.63783 0.33298
87 F -0.28332 3.81041 -5.77949
88 B 0.60405 3.55327 -4.77537
89 F 0.12330 2.34017 -4.04111
90 F 0.62993 4.56383 -3.80988
91 F 1.88072 3.25127 -5.21089

Net charge   -1
Frontier orbital gap (spin up / spin down)   5.56 / 5.43 eV
Multiplicity   2
Molecular weight   1304.2 g/mol
⟨S²⟩   0.76

These are the Mulliken partial charges, in e, on atoms 1 to 8:
1. W 0.83
2. C -0.64
3. C -0.56
4. N -0.19
5. C 0.58
6. S -0.25
7. N -1.99
8. N 1.31

***

The following is a quantum chemistry calculation of a molecular structure, C36H33Cl2I2N4O2PtTe at a distorted geometry, from the OMol25 dataset.

Geometry (Å):
1 Pt -2.22268 1.04411 1.22943
2 Cl -3.55750 4.46223 -3.00466
3 C -3.52575 4.84074 -1.34829
4 C -3.54949 6.15948 -0.93431
5 C -3.57910 6.45996 0.41390
6 Cl -3.63531 8.10253 0.88747
7 C -3.55330 5.43654 1.42135
8 C -3.64560 5.71850 2.79310
9 C -3.60996 4.67634 3.68780
10 C -3.41999 3.38593 3.19795
11 N -3.31055 3.09162 1.91231
12 C -3.42867 4.09130 1.02346
13 C -3.48849 3.72896 -0.41309
14 O -3.54337 2.56274 -0.78587
15 H -3.55827 6.95624 -1.66418
16 H -3.76448 6.73794 3.12968
17 H -3.71103 4.84132 4.75062
18 H -3.36782 2.55505 3.88892
19 I -0.23826 1.92197 3.41325
20 C -1.46985 0.66867 4.58853
21 I -2.95509 -0.26879 3.35233
22 H -2.00220 1.27050 5.31546
23 H -0.88370 -0.11117 5.05951
24 C 4.68458 -4.97622 -3.68525
25 C 3.71198 -4.20068 -2.85316
26 C 2.39260 -4.61656 -2.71611
27 C 1.45962 -3.91496 -1.96103
28 C 0.05269 -4.45187 -1.90744
29 C 1.92735 -2.77133 -1.29280
30 Te 0.49121 -1.93383 0.00318
31 N -0.18831 -0.08339 0.23864
32 C -0.14322 1.00916 -0.47948
33 O -0.99090 1.92743 -0.07886
34 C 0.72125 1.37311 -1.61259
35 C 0.95851 2.72683 -1.85161
36 C 1.78512 3.11043 -2.89346
37 C 2.37069 2.15011 -3.70688
38 C 2.10960 0.80404 -3.49379
39 C 1.28373 0.41673 -2.45347
40 C 1.30795 -2.20234 1.92313
41 C 0.98299 -3.45629 2.44073
42 C 1.39397 -3.81572 3.71115
43 C 2.13942 -2.91678 4.45814
44 C 2.48006 -1.68498 3.92497
45 C 2.08968 -1.29440 2.64303
46 C 2.60448 0.01692 2.12776
47 C 3.22675 -2.28616 -1.44547
48 C 3.70989 -1.02310 -0.80471
49 C 4.10589 -3.02644 -2.21913
50 H 4.23258 -5.87598 -4.09599
51 H 5.55052 -5.26849 -3.09026
52 H 5.05130 -4.36880 -4.51355
53 H 2.06989 -5.51815 -3.22128
54 H -0.07785 -5.19286 -2.69138
55 H -0.70084 -3.67610 -2.05413
56 H -0.15972 -4.93861 -0.95354
57 H 0.50044 3.46983 -1.21426
58 H 1.97302 4.15966 -3.07236
59 H 3.02416 2.45101 -4.51344
60 H 2.54572 0.05592 -4.14134
61 H 1.05149 -0.63662 -2.33964
62 H 0.39932 -4.15611 1.85295
63 H 1.12744 -4.78233 4.11363
64 H 2.47572 -3.18401 5.45039
65 H 3.09601 -1.00773 4.50284
66 H 2.72443 0.72263 2.94593
67 H 1.95667 0.46667 1.37788
68 H 3.58931 -0.12000 1.68157
69 H 2.88946 -0.36605 -0.51072
70 H 4.34511 -0.46527 -1.49118
71 H 4.30432 -1.24903 0.08198
72 H 5.12325 -2.67375 -2.34035
73 N -4.31307 -1.99907 -1.04574
74 C -3.82843 -1.23008 -2.06813
75 C -3.06421 -0.27028 -1.47950
76 N -3.08078 -0.45442 -0.11760
77 C -3.84586 -1.50126 0.11262
78 H -4.93261 -2.78780 -1.13556
79 H -4.07014 -1.41935 -3.09743
80 H -2.53187 0.54736 -1.93055
81 H -4.07194 -1.94334 1.06797

Net charge   +2
Frontier orbital gap (spin up / spin down)   6.48 / 6.42 eV
Multiplicity   2
Molecular weight   1201.1 g/mol
⟨S²⟩   0.79

These are the Mulliken partial charges, in e, on atoms 1 to 8:
1. Pt 2.26
2. Cl -0.13
3. C 0.44
4. C -0.75
5. C 0.78
6. Cl -0.18
7. C 0.38
8. C -0.65

***

no.,E_tot (eV)
1,-260832.0635
2,-99692.8450